# C15H19BBaF5O19PPd

C15H19BBaF5O19PPd as an isolated structure in a non-equilibrium geometry (the ωB97M-V functional and the def2-TZVPD basis, the Open Molecules 2025 dataset).

Properties
LUMO (alpha / beta) = -2.581 / -2.585 eV
ΔE to the lowest compared entry with this formula, charge and spin = 63.0 kJ/mol
Frontier orbital gap (alpha / beta) = 6.96 / 7.11 eV
Energy = -3031.51873 hartree
HOMO energy (alpha / beta) = -9.54 / -9.69 eV
Multiplicity = 3

Last column: Löwdin charge in e.
Positions of all 62 atoms, in Å:
Pd: -3.059 -0.182 0.485  1.0233
Ba: -2.356 3.922 -0.014  1.9686
B: -3.952 -1.366 2.144  -0.4363
H: -4.466 -0.335 2.169  -0.0342
H: -4.364 -1.902 1.214  -0.0417
H: -2.838 -1.299 2.110  -0.0560
H: -4.231 -1.940 3.084  -0.0135
P: -1.211 1.325 0.263  -0.1363
O: -2.180 1.662 1.436  -0.5450
O: -0.986 -0.230 0.301  -0.3760
O: -0.242 2.486 0.004  -0.5379
O: -2.384 1.452 -0.761  -0.6414
C: 0.056 -3.142 0.244  -0.0243
C: 1.514 -2.823 0.481  -0.3096
O: 2.076 -4.075 0.799  0.1409
C: 1.313 -5.000 0.177  -0.5768
O: 1.671 -6.130 0.020  0.1623
O: 0.170 -4.503 -0.317  0.0800
F: 1.812 -2.045 1.554  0.0810
H: -0.459 -2.522 -0.485  0.0986
H: -0.543 -3.068 1.153  0.1464
H: 2.031 -2.481 -0.420  0.1748
C: 0.532 0.371 3.183  -0.0709
C: -0.463 1.208 3.906  -0.3392
O: 0.370 1.850 4.838  0.1163
C: 1.357 0.978 5.185  -0.5564
O: 2.138 1.118 6.086  0.1662
O: 1.401 0.005 4.271  0.0965
F: -1.384 0.550 4.651  0.0973
H: 1.035 0.899 2.374  0.1210
H: 0.077 -0.516 2.744  0.1236
H: -0.971 1.940 3.274  0.1321
C: 3.116 3.464 0.864  -0.0663
C: 2.301 3.488 2.169  -0.2923
O: 2.482 4.812 2.593  0.1333
C: 3.741 5.147 2.204  -0.5474
O: 4.352 6.081 2.598  0.1903
O: 4.172 4.334 1.212  0.0906
F: 2.895 2.665 3.096  0.0807
H: 2.534 3.704 -0.029  0.1238
H: 3.494 2.468 0.631  0.1423
H: 1.240 3.260 2.130  0.1392
C: 0.215 0.709 -3.030  -0.0501
C: 1.025 1.889 -2.670  -0.2883
O: 1.904 2.000 -3.805  0.1461
C: 1.477 1.220 -4.804  -0.5786
O: 1.993 1.154 -5.881  0.1653
O: 0.439 0.440 -4.448  0.0751
F: 1.807 1.620 -1.574  0.0449
H: -0.843 0.967 -3.064  0.1340
H: 0.489 -0.194 -2.491  0.1429
H: 0.497 2.821 -2.457  0.1518
C: -2.658 -3.136 -4.637  -0.0931
C: -1.186 -3.201 -4.183  -0.2697
O: -1.218 -2.201 -3.149  0.0993
C: -2.509 -1.988 -2.724  -0.4981
O: -2.836 -1.466 -1.712  0.1322
O: -3.346 -2.679 -3.533  0.0991
F: -0.312 -2.818 -5.132  0.0986
H: -2.985 -4.091 -5.049  0.1424
H: -2.760 -2.494 -5.518  0.1439
H: -0.984 -4.182 -3.759  0.1748

Atoms 1-2, force components in eV/Å:
-1.51 -0.91 1.53
-0.14 -0.92 0.22